{
  "formula": "C6H8ClN2OP",
  "method": "the ωB97M-V functional and the def2-TZVPD basis",
  "species": ["C", "C", "C", "C", "C", "C", "N", "N", "O", "P", "Cl", "H", "H", "H", "H", "H", "H", "H", "H"],
  "positions_angstrom": [[3.0044, 1.0971, -0.4943], [3.2393, -1.5760, -0.2908], [-1.3272, -0.4898, 1.3215], [-2.3141, 0.9991, -0.4764], [-0.5279, -0.5908, -1.0377], [-1.0608, 0.2700, 0.0309], [3.4006, 1.9824, -1.1003], [3.8018, -2.4785, -0.7086], [2.3863, -0.1950, 1.8506], [2.2249, -0.2537, 0.3955], [0.1822, 1.5495, 0.3985], [-0.4027, -0.9169, 1.7054], [-1.7455, 0.1697, 2.0763], [-2.0324, -1.2968, 1.1329], [-2.0840, 1.5802, -1.3660], [-3.0788, 0.2633, -0.7246], [-2.6990, 1.6628, 0.2935], [-0.7662, -1.6380, -1.0483], [-0.2010, -0.1386, -1.9580]],
  "forces_ev_per_angstrom": [[-0.393, -0.676, 0.342], [-0.579, 0.744, 0.374], [0.138, 0.042, -0.067], [0.128, -0.047, 0.049], [0.965, 0.054, 0.215], [-0.457, 0.055, 0.253], [0.323, 0.580, -0.391], [0.452, -0.775, -0.395], [-0.135, -0.017, 0.696], [0.263, -0.465, -1.086], [-0.603, 0.662, 0.031], [0.012, -0.035, 0.067], [-0.013, 0.064, 0.054], [-0.089, -0.065, -0.060], [-0.011, 0.041, -0.042], [-0.027, -0.022, 0.015], [-0.036, 0.048, 0.052], [-0.060, -0.275, 0.053], [0.121, 0.090, -0.163]],
  "lowdin_charge": [-0.38, -0.34, -0.10, -0.10, 0.04, -0.94, 0.12, 0.11, -0.36, 0.60, 0.69, 0.07, 0.09, 0.09, 0.08, 0.09, 0.08, 0.08, 0.07],
  "total_energy_ha": -1219.6058,
  "de_lowest_kcal_mol": 74.4,
  "largest_force_ha_per_bohr": 0.0235,
  "total_charge": 0,
  "e_homo_ev": [-9.844, -9.661],
  "mol_weight_g_mol": 190.6
}

---

{
  "formula": "C34H45F2N3OP2Pm",
  "method": "the ωB97M-V functional and the def2-TZVPD basis",
  "species": ["Pm", "C", "C", "C", "C", "C", "C", "C", "P", "C", "C", "C", "C", "C", "C", "C", "C", "C", "C", "C", "C", "C", "C", "H", "H", "H", "H", "H", "H", "H", "H", "H", "H", "H", "H", "H", "H", "H", "H", "H", "H", "H", "H", "F", "C", "F", "H", "O", "P", "N", "C", "C", "C", "C", "N", "C", "C", "C", "C", "N", "C", "C", "C", "C", "H", "H", "H", "H", "H", "H", "H", "H", "H", "H", "H", "H", "H", "H", "H", "H", "H", "H", "H", "H", "H", "H", "H", "H"],
  "positions_angstrom": [[-8.0227, -17.6800, -0.5141], [-8.5185, -17.8224, 3.7605], [-9.3773, -19.0138, 3.9920], [-9.2870, -19.6250, 5.2486], [-10.1940, -20.6793, 5.5981], [-11.1538, -21.0845, 4.6981], [-11.3355, -20.3756, 3.5030], [-10.4124, -19.4305, 3.0728], [-10.6051, -18.6695, 1.4517], [-12.3789, -18.8380, 1.0196], [-12.8309, -19.9526, 0.2695], [-14.1672, -20.1249, 0.0589], [-15.1932, -19.3165, 0.5985], [-14.7850, -18.2306, 1.3559], [-13.3603, -17.9398, 1.4513], [-12.9784, -16.5400, 1.9131], [-9.7929, -19.6999, 0.1789], [-8.8738, -20.6888, 0.6322], [-8.2873, -21.6076, -0.2395], [-8.5069, -21.5243, -1.6140], [-9.3596, -20.5057, -2.1441], [-9.8925, -19.5137, -1.2839], [-10.3288, -18.2879, -1.8640], [-7.7168, -17.7248, 4.5120], [-9.1388, -16.8955, 3.7476], [-8.0462, -17.8981, 2.7542], [-8.5196, -19.2694, 5.9313], [-10.3856, -21.0400, 6.6397], [-11.7595, -22.0274, 4.7490], [-12.1700, -20.4868, 2.8421], [-12.0987, -20.6311, -0.1984], [-14.4861, -20.9525, -0.5026], [-16.2781, -19.4849, 0.4176], [-15.4412, -17.5734, 1.8296], [-11.9113, -16.3949, 1.8803], [-13.4201, -16.5687, 2.9614], [-13.4825, -15.7518, 1.2530], [-8.6537, -20.6730, 1.6613], [-7.8075, -22.4526, 0.2482], [-7.9921, -22.2149, -2.2844], [-9.5419, -20.3701, -3.2449], [-11.1668, -17.7717, -1.3926], [-10.3241, -18.2540, -2.9392], [-8.5233, -14.4534, -0.4923], [-8.9981, -15.5032, 0.3349], [-8.3846, -15.0476, 1.5816], [-10.0501, -15.1550, 0.4893], [-6.0528, -17.0597, -0.5187], [-4.4873, -16.7768, -0.4045], [-3.7808, -18.1227, 0.2999], [-4.0243, -19.4750, -0.2663], [-2.7630, -20.2628, 0.0091], [-2.2107, -19.5429, 1.2880], [-2.3907, -18.0931, 0.8835], [-4.0214, -16.1254, -1.8366], [-2.7301, -15.4885, -2.1892], [-2.2549, -16.2354, -3.3835], [-3.5308, -16.8101, -4.0337], [-4.6581, -16.4748, -3.1432], [-4.2426, -15.5808, 0.7039], [-4.5789, -14.1009, 0.5535], [-4.3561, -13.5091, 1.9285], [-4.0825, -14.6666, 2.9259], [-4.3369, -15.9661, 2.0936], [-4.2397, -19.3440, -1.3128], [-4.8906, -19.9657, 0.2093], [-2.0186, -20.1414, -0.7705], [-2.9224, -21.3374, 0.2121], [-1.1937, -19.7573, 1.5555], [-2.8274, -19.6605, 2.2453], [-1.6125, -17.7609, 0.1074], [-2.3091, -17.3603, 1.7020], [-2.1175, -15.5242, -1.2864], [-2.9189, -14.4382, -2.4388], [-1.6225, -17.1205, -3.0654], [-1.6970, -15.7056, -4.1378], [-3.5256, -17.9363, -4.1236], [-3.6382, -16.5093, -5.0596], [-5.4568, -17.2167, -3.0511], [-5.1024, -15.5757, -3.5211], [-5.6423, -14.0843, 0.2469], [-3.9516, -13.6028, -0.1953], [-5.3127, -12.9943, 2.1660], [-3.5973, -12.7430, 1.8267], [-4.7330, -14.7483, 3.8476], [-3.0602, -14.7230, 3.3042], [-5.3730, -16.2961, 2.3091], [-3.6102, -16.7460, 2.4920]],
  "forces_ev_per_angstrom": [[-4.198, -0.327, 0.581], [0.423, 0.668, -1.000], [-0.863, -0.780, 0.354], [-1.276, -0.920, -0.351], [-0.041, 0.774, 0.914], [-1.036, -0.744, -1.422], [1.173, 0.126, -0.213], [0.701, 0.050, 1.400], [-0.032, 1.877, -1.318], [-0.771, -0.552, -0.336], [0.802, 0.352, 0.285], [-1.234, 0.094, 0.151], [0.422, 0.538, 0.509], [3.002, -1.087, -1.189], [-0.688, 0.541, -0.476], [-2.045, -0.447, 0.715], [1.344, -1.048, -0.619], [-0.994, 0.542, -1.863], [-0.071, 0.141, 0.867], [-1.025, 1.015, -0.960], [1.805, -0.972, 0.311], [-0.768, 0.218, 0.684], [0.250, 0.290, 0.898], [-0.410, -0.051, -0.319], [0.545, -0.561, -0.021], [-0.048, 0.292, 0.522], [-0.305, -0.111, 0.088], [1.191, 0.072, -0.939], [0.370, 1.252, 0.857], [-0.437, -0.842, -0.075], [-0.553, 0.235, 0.420], [-0.249, -1.035, -0.850], [1.078, -0.158, 0.136], [-1.080, 1.054, 0.490], [0.278, 0.174, 0.319], [0.869, 1.083, -1.010], [0.587, -1.103, 1.110], [0.092, -0.611, 1.255], [0.486, 0.186, -0.486], [-0.418, 0.034, 0.155], [0.342, -0.347, 1.266], [0.281, 0.158, -0.016], [-0.143, -0.003, -0.333], [0.168, -0.534, -0.834], [0.288, 2.116, 1.022], [-0.262, -1.166, -0.349], [0.432, -0.959, -0.126], [4.062, 0.004, -0.587], [-1.163, 1.426, 1.276], [0.322, 0.900, -0.340], [-0.630, 0.136, 0.184], [0.538, -0.362, 1.784], [-1.191, 0.452, 0.550], [0.634, 1.006, -1.121], [-0.720, -0.883, -0.458], [-0.623, 0.627, 1.380], [0.834, -2.660, -0.417], [0.834, -2.756, -0.706], [-0.832, 0.929, 1.015], [1.354, -0.410, -0.689], [-0.506, -1.692, -0.781], [-1.363, 0.379, 0.625], [-0.443, -0.871, 0.137], [-0.328, 0.091, 2.212], [-0.096, -0.399, -0.651], [0.197, 0.326, -0.064], [0.037, -0.068, -0.208], [-0.101, 0.551, -0.374], [0.509, -0.282, -0.122], [0.544, -0.371, -1.442], [-1.007, -0.587, 0.824], [-0.020, -0.559, -0.438], [0.345, 0.106, -0.330], [-0.068, -0.044, 0.135], [-0.497, 1.072, -0.288], [0.311, 0.560, 0.185], [0.584, 0.980, 0.193], [-0.325, 0.555, -0.325], [0.364, 0.002, 0.066], [-0.646, 0.695, 0.010], [0.499, 0.392, 0.068], [-0.185, -0.445, -0.003], [0.745, -0.185, 0.230], [0.313, -0.048, 0.562], [0.541, 0.646, -1.130], [0.052, 0.447, -0.221], [0.405, -0.137, -0.008], [-1.260, 0.955, -0.933]],
  "lowdin_charge": [1.70, -0.08, -0.29, -0.03, -0.06, -0.09, -0.07, -0.32, 1.07, -0.33, -0.09, -0.09, -0.05, -0.02, -0.26, -0.06, -0.46, -0.12, -0.11, -0.07, -0.05, -0.50, -0.15, 0.09, 0.10, 0.05, 0.11, 0.12, 0.13, 0.09, 0.12, 0.09, 0.12, 0.09, 0.02, 0.11, 0.11, 0.08, 0.11, 0.11, 0.13, 0.04, 0.03, -0.15, -0.38, -0.18, 0.07, -0.54, 0.69, -0.19, -0.20, -0.14, -0.16, -0.21, -0.18, -0.19, -0.16, -0.18, -0.19, -0.19, -0.13, -0.15, -0.13, -0.23, 0.10, 0.12, 0.11, 0.12, 0.11, 0.14, 0.14, 0.09, 0.12, 0.13, 0.13, 0.11, 0.13, 0.11, 0.11, 0.12, 0.12, 0.11, 0.12, 0.11, 0.13, 0.10, 0.11, 0.10],
  "total_energy_ha": -3052.6234,
  "de_lowest_kcal_mol": 22.7,
  "multiplicity": 5,
  "largest_force_ha_per_bohr": 0.0827,
  "total_charge": 1,
  "e_homo_ev": [-9.548, -9.542],
  "mol_weight_g_mol": 756.7
}

---

{
  "formula": "C4H9NOS2",
  "method": "the ωB97M-V functional and the def2-TZVPD basis",
  "species": ["C", "C", "C", "C", "N", "O", "S", "S", "H", "H", "H", "H", "H", "H", "H", "H", "H"],
  "positions_angstrom": [[1.4921, -0.1165, -1.3849], [1.4474, -1.5749, -0.7146], [-0.0927, 0.6178, 0.1124], [-2.0849, 0.2386, 1.9026], [1.1387, 0.7930, -0.3139], [-1.1603, -1.9019, -0.9812], [-0.5233, 1.2469, 1.6954], [-0.1657, -1.8275, 0.0838], [2.3565, 0.1050, -1.9810], [0.5713, -0.1175, -1.9687], [1.4491, -2.2149, -1.6317], [2.1412, -1.8416, 0.1870], [-0.9636, 0.5629, -0.4946], [-1.9946, -0.4896, 2.6527], [-2.2863, -0.1554, 0.8579], [-2.8844, 0.9850, 2.2564], [1.8783, 0.8654, 0.3330]],
  "forces_ev_per_angstrom": [[-1.790, -1.263, 1.631], [0.139, -0.256, 0.141], [-0.762, -1.639, 3.060], [-0.751, 2.778, -1.659], [1.427, 0.784, -2.485], [-2.093, -0.277, -1.981], [-0.576, -0.365, 0.446], [2.041, 1.668, 1.195], [0.440, 0.285, 0.077], [0.366, -0.196, -0.797], [0.475, -0.281, 1.221], [-0.487, 0.638, -2.161], [-0.169, -0.176, -1.346], [0.435, -1.194, 0.655], [-0.203, 0.237, 1.577], [1.049, -1.184, -0.815], [0.459, 0.440, 1.241]],
  "lowdin_charge": [-0.20, -0.38, -0.63, -0.36, -0.11, -0.64, 0.82, 0.80, 0.11, 0.11, 0.09, 0.10, 0.07, 0.00, 0.04, 0.06, 0.12],
  "total_energy_ha": -1084.0788,
  "de_lowest_kcal_mol": 73.7,
  "largest_force_ha_per_bohr": 0.0691,
  "total_charge": 0,
  "e_homo_ev": [-7.149, -7.149],
  "mol_weight_g_mol": 151.3
}

---

Please write out number 3 again, unchanged.
{
  "formula": "C4H9NOS2",
  "method": "the ωB97M-V functional and the def2-TZVPD basis",
  "species": ["C", "C", "C", "C", "N", "O", "S", "S", "H", "H", "H", "H", "H", "H", "H", "H", "H"],
  "positions_angstrom": [[1.4921, -0.1165, -1.3849], [1.4474, -1.5749, -0.7146], [-0.0927, 0.6178, 0.1124], [-2.0849, 0.2386, 1.9026], [1.1387, 0.7930, -0.3139], [-1.1603, -1.9019, -0.9812], [-0.5233, 1.2469, 1.6954], [-0.1657, -1.8275, 0.0838], [2.3565, 0.1050, -1.9810], [0.5713, -0.1175, -1.9687], [1.4491, -2.2149, -1.6317], [2.1412, -1.8416, 0.1870], [-0.9636, 0.5629, -0.4946], [-1.9946, -0.4896, 2.6527], [-2.2863, -0.1554, 0.8579], [-2.8844, 0.9850, 2.2564], [1.8783, 0.8654, 0.3330]],
  "forces_ev_per_angstrom": [[-1.790, -1.263, 1.631], [0.139, -0.256, 0.141], [-0.762, -1.639, 3.060], [-0.751, 2.778, -1.659], [1.427, 0.784, -2.485], [-2.093, -0.277, -1.981], [-0.576, -0.365, 0.446], [2.041, 1.668, 1.195], [0.440, 0.285, 0.077], [0.366, -0.196, -0.797], [0.475, -0.281, 1.221], [-0.487, 0.638, -2.161], [-0.169, -0.176, -1.346], [0.435, -1.194, 0.655], [-0.203, 0.237, 1.577], [1.049, -1.184, -0.815], [0.459, 0.440, 1.241]],
  "lowdin_charge": [-0.20, -0.38, -0.63, -0.36, -0.11, -0.64, 0.82, 0.80, 0.11, 0.11, 0.09, 0.10, 0.07, 0.00, 0.04, 0.06, 0.12],
  "total_energy_ha": -1084.0788,
  "de_lowest_kcal_mol": 73.7,
  "largest_force_ha_per_bohr": 0.0691,
  "total_charge": 0,
  "e_homo_ev": [-7.149, -7.149],
  "mol_weight_g_mol": 151.3
}